A 2-piece molecular cluster, BrH3Si overall in a non-equilibrium geometry, computed with ωB97M-V with the def2-TZVPD basis set.

Results
* LUMO energy: -2.02 eV
* E_tot: -2865.22592 hartree
* HOMO level: -9.63 eV
* net charge: 0
* orbital gap: 7.60 eV

Geometry as XYZ:
```
5
BrH3Si | the Open Molecules 2025 dataset | ωB97M-V with the def2-TZVPD basis set
Si -0.2893 0.2306 -0.0466
Br 2.0481 -1.8866 0.2076
H -0.9571 0.1429 1.1416
H 0.3438 1.4668 -0.0459
H -1.1455 0.0464 -1.2568
```